Here is a molecular structure, C37H24BaN14O3S3 in a non-equilibrium geometry from OMol25. Energies are from the ωB97M-V functional and the def2-TZVPD basis.

## Properties
Max |F| = 0.08518 Eh/bohr
Electronic energy = -98965.71065 eV
E_HOMO = -0.0711 Ha
Net charge = -2
Relative energy (zero: lowest compared OMol25 entry of this formula, charge and spin) = 196.3 kJ/mol

Geometry (Å):
Ba: 1.0959 1.3805 2.9717
O: 0.1250 0.3832 4.7912
N: 0.5228 -0.8307 5.1105
C: 1.7813 -1.0060 5.5631
C: 2.2988 -2.2453 5.8329
C: 1.4918 -3.3647 5.6408
C: 0.1954 -3.1858 5.2266
C: -0.3310 -1.9047 4.9714
S: -1.9555 -1.6595 4.5614
H: 2.3530 -0.0949 5.6789
H: 3.3237 -2.3270 6.1624
H: 1.8802 -4.3596 5.8191
H: -0.4723 -4.0194 5.0733
C: -0.4177 3.1757 -2.9392
N: 0.3688 2.5297 -1.9089
C: 0.0162 1.9951 -0.7179
N: 1.1009 1.5977 -0.0857
C: 2.0975 1.8699 -0.9614
N: 1.7023 2.4474 -2.0686
C: -0.7424 2.3018 -4.1356
C: -0.0411 2.4755 -5.3223
C: -0.3427 1.7108 -6.4404
C: -1.3476 0.7667 -6.3929
C: -2.0480 0.5718 -5.2049
C: -1.7359 1.3358 -4.0757
C: -3.1113 -0.4117 -5.1312
N: -3.6926 -1.0822 -6.0766
N: -4.6691 -1.8434 -5.4869
C: -4.6158 -1.5982 -4.2163
O: -3.6498 -0.6974 -3.9289
C: -5.4113 -2.1111 -3.1201
C: -6.5415 -2.8964 -3.3262
C: -7.2658 -3.3299 -2.2285
C: -6.8720 -2.9869 -0.9415
C: -5.7323 -2.2158 -0.7332
C: -5.2684 -1.8879 0.6633
N: -4.4089 -0.7292 0.7163
C: -3.0749 -0.6769 0.5906
N: -2.6629 0.5730 0.6910
C: -3.8184 1.2569 0.8944
N: -4.9000 0.5101 0.9088
C: -5.0100 -1.7883 -1.8284
H: 0.1794 4.0171 -3.2858
H: -1.3293 3.5540 -2.4762
H: -0.9892 1.9584 -0.3229
H: 3.1365 1.6797 -0.7482
H: 0.7533 3.2102 -5.3672
H: 0.2157 1.8594 -7.3557
H: -1.6033 0.1688 -7.2574
H: -2.2932 1.1827 -3.1597
H: -6.8390 -3.1420 -4.3369
H: -8.1512 -3.9363 -2.3719
H: -7.4395 -3.3326 -0.0852
H: -4.6973 -2.7250 1.0737
H: -6.1189 -1.7070 1.3178
H: -2.4480 -1.5407 0.4258
H: -3.8578 2.3249 1.0325
H: -4.1127 -1.2014 -1.6919
S: 2.5618 3.8553 1.9312
C: 4.1594 3.1882 1.9288
C: 4.9889 3.5058 0.8432
C: 6.3155 3.0982 0.7547
C: 7.1177 3.5180 -0.3427
N: 7.7535 3.8786 -1.2341
C: 6.8491 2.2944 1.7809
C: 6.0302 1.9392 2.8481
C: 4.7028 2.3733 2.9740
S: 3.8396 1.9409 4.4119
C: 8.2102 1.8809 1.7650
N: 9.3133 1.5466 1.7826
H: 4.5758 4.1228 0.0562
H: 6.4436 1.3300 3.6414
N: 4.3268 -1.2951 2.8663
C: 3.1151 -1.2369 2.2538
O: 2.2871 -0.3804 2.6645
C: 2.8106 -2.1591 1.2192
C: 1.5308 -2.1064 0.6306
N: 0.4811 -2.0522 0.1471
C: 3.7595 -3.0967 0.7798
N: 4.5746 -3.8519 0.4554
H: 4.5625 -0.4816 3.4268
H: 5.0708 -1.8109 2.4286